[1]
21
Properties=species:S:1:pos:R:3 method="wB97M-V/def2-TZVPD" e_tot_ha=-549.62874 gap_ev="3.997 / 3.969" lumo_ha="0.1273 / 0.1331" mol_weight_g_mol=221.561 charge=-1 largest_force_ev_per_a=3.1 relative_energy_kcal_mol=39.5
C 0.26020 1.14376 -2.69407
Cd -0.22789 -0.80630 -1.90770
N -0.68020 -2.38948 0.07527
H -0.10610 -2.60519 -2.74114
H 0.07278 -2.54479 0.74560
H -0.88877 -2.60069 -2.87173
H 0.50454 0.69500 -3.70032
H 0.97935 1.55855 -2.02198
H -0.79563 1.25548 -2.60678
H -1.46923 -1.99889 0.58755
H -0.96172 -3.28765 -0.29548
N -0.35849 1.67521 2.43933
C 0.95978 1.14068 1.99538
C 0.65318 0.56185 0.62399
O 1.56962 0.06035 -0.07128
O -0.58506 0.58694 0.32029
H -0.28329 2.64746 2.69653
H -0.66150 1.14602 3.26063
H -1.00676 1.49667 1.62320
H 1.70966 1.92671 1.90301
H 1.31554 0.33831 2.63972

[2]
14
Properties=species:S:1:pos:R:3 method="wB97M-V/def2-TZVPD" e_tot_ha=-717.75343 gap_ev=9.157 lumo_ha=0.0041 mol_weight_g_mol=121.165 largest_force_ev_per_a=6.9 relative_energy_kcal_mol=202.4
C -0.32750 1.03603 0.55356
C 0.45793 0.00185 0.03524
H 0.18512 2.48047 -1.07525
H -0.94779 0.94200 -1.77960
H 0.12803 1.65927 1.60586
H -1.62516 0.57990 0.93024
H 0.06185 -2.02377 -0.08886
H -1.89886 -1.17666 1.30409
H 3.09299 -1.65060 0.34602
N -0.74135 1.86141 -0.77272
N -0.38490 -1.00373 -0.62286
N 1.75571 -0.20069 0.27458
O 2.25544 -1.23714 -0.56053
S -2.01153 -1.26834 -0.14977

[3]
10
Properties=species:S:1:pos:R:3 method="wB97M-V/def2-TZVPD" e_tot_ha=-210.11707 smiles="C=CCC#N" gap_ev=11.155 lumo_ha=0.0293 mol_weight_g_mol=67.091 largest_force_ev_per_a=4.1 relative_energy_kcal_mol=29.3
C 1.01376 0.81842 1.07011
C 0.09257 0.73638 0.08010
C -0.60559 -0.52556 -0.14818
C -0.74310 -0.88394 -1.60247
N -0.80007 -1.38527 -2.65668
H 1.29708 -0.12390 1.61744
H 1.48711 1.75047 1.32256
H -0.20813 1.61407 -0.36179
H -1.54677 -0.61756 0.50300
H 0.01314 -1.38312 0.17591

[4]
10
Properties=species:S:1:pos:R:3 method="wB97M-V/def2-TZVPD" e_tot_ha=-899.41983 smiles="IC#CCI.O=C=O" gap_ev=8.813 lumo_ha=-0.0193 mol_weight_g_mol=335.866 largest_force_ev_per_a=6.4 relative_energy_kcal_mol=14.1
I 2.49352 2.46761 -0.14051
C 0.86004 1.26674 -0.36893
C 0.11113 0.32669 -0.70893
C -1.00513 -0.38721 -1.05780
I -2.76067 0.25256 0.12992
H -1.04323 -1.51104 -0.93706
H -1.40477 -0.26510 -2.10195
O 1.53764 -1.20535 0.90045
C 0.87320 -0.66749 1.67232
O 0.33828 -0.27741 2.61250

Copy entry 3 word for word.
10
Properties=species:S:1:pos:R:3 method="wB97M-V/def2-TZVPD" e_tot_ha=-210.11707 smiles="C=CCC#N" gap_ev=11.155 lumo_ha=0.0293 mol_weight_g_mol=67.091 largest_force_ev_per_a=4.1 relative_energy_kcal_mol=29.3
C 1.01376 0.81842 1.07011
C 0.09257 0.73638 0.08010
C -0.60559 -0.52556 -0.14818
C -0.74310 -0.88394 -1.60247
N -0.80007 -1.38527 -2.65668
H 1.29708 -0.12390 1.61744
H 1.48711 1.75047 1.32256
H -0.20813 1.61407 -0.36179
H -1.54677 -0.61756 0.50300
H 0.01314 -1.38312 0.17591